Model i:
Here is a 2-piece molecular cluster, C3H6O3 overall from OMol25. Energies are from ωB97M-V with the def2-TZVPD basis set.

SMILES: CC=O.O=CO
frontier orbital gap: 11.11 eV
E_HOMO: -10.49 eV

ORCA input file:
```
! wB97M-V def2-TZVPD RIJCOSX def2/J DEFGRID3
* xyz 0 1
C -0.78224 -1.87017 -0.51058
C -0.99452 -0.76868 0.60578
O -0.13420 0.00494 0.88747
H -1.28973 -2.76377 -0.20983
H -1.17111 -1.57141 -1.48180
H 0.35036 -1.91997 -0.46935
H -1.91489 -0.71160 1.01913
O 1.72829 2.18217 1.33560
C 1.58070 2.04641 0.12541
O 0.40492 2.38074 -0.49804
H 2.21618 1.43981 -0.53708
H 0.00625 1.55153 -0.26671
*
```

Mulliken population analysis, charges in e, atoms 1 to 8: -0.877 0.038 -0.535 0.320 0.275 0.261 0.497 -0.447

---

Model ii:
Here is a 3-piece molecular cluster, C3H6O3 overall from OMol25. Energies are from ωB97M-V with the def2-TZVPD basis set.

SMILES: C=C=O.C=O.O
frontier orbital gap: 9.36 eV
E_HOMO: -8.99 eV

ORCA input file:
```
! wB97M-V def2-TZVPD RIJCOSX def2/J DEFGRID3
* xyz 0 1
C -1.24554 -2.21122 0.91436
C -0.75249 -1.31295 1.73708
O -0.41732 -0.56218 2.58234
H -0.77875 -2.25122 -0.08710
H -2.23490 -2.43494 1.05812
C 0.03853 3.29232 -1.67270
O -0.14403 2.71780 -2.70137
H 0.99023 3.92979 -1.50481
H -0.54513 3.46823 -0.86527
O 1.44099 -1.69729 0.38462
H 2.32969 -1.60616 0.64772
H 1.31872 -1.33218 -0.49299
*
```

Mulliken population analysis, charges in e, atoms 1 to 8: -0.930 0.778 -0.409 0.236 0.338 -0.050 -0.382 0.160

---

Stability summary: most stable model i, least stable model ii.